A structure of composition C3H4O2S, computed with wB97M-V/def2-TZVPD.

Results
E_HOMO   -9.9 eV
Orbital gap   10.574 eV
LUMO energy   0.651 eV

XYZ file:
```
10
C3H4O2S wB97M-V/def2-TZVPD
C 1.45121 -0.15164 0.02724
C 0.36155 0.86550 0.49404
C -0.51494 -0.04869 -0.45407
O 2.55727 -0.39813 0.38290
O 0.58892 -0.85418 -0.75379
S -1.84142 -0.92185 0.35352
H 0.41393 0.63945 1.51666
H 0.36478 1.99269 0.39462
H -0.91387 0.41008 -1.36397
H -2.46743 -1.53322 -0.59715
```

---

A structure of composition C32H44FNP2Pd, computed with wB97M-V/def2-TZVPD.

Results
E_HOMO (spin up / spin down)   -6.6 / -6.8 eV
Orbital gap (spin up / spin down)   7.235 / 6.006 eV
LUMO energy (spin up / spin down)   0.682 / -0.804 eV
Multiplicity   3

XYZ file:
```
81
C32H44FNP2Pd wB97M-V/def2-TZVPD
Pd 0.58656 -0.32965 -1.01611
C -2.42683 -2.19870 -3.04691
C -2.44720 -0.68630 -3.27600
C -3.84004 -0.20500 -3.70062
P -1.58958 0.21584 -1.90647
C -1.86766 2.00148 -2.36181
C -0.61617 2.85260 -2.13068
C -3.07283 2.61608 -1.65343
C -2.47082 -0.06585 -0.34152
C -3.73546 -0.62159 -0.18914
C -4.26762 -0.92142 1.05841
C -5.63590 -1.54098 1.20302
C -3.47171 -0.65969 2.17019
C -2.20822 -0.10451 2.04885
C -1.68441 0.22461 0.79147
N -0.41757 0.75137 0.56670
C 0.34264 1.36106 1.55427
C -0.24046 2.13632 2.57637
C 0.53245 2.75844 3.53611
C 1.92466 2.65184 3.54262
C 2.76415 3.32933 4.59812
C 2.50016 1.92415 2.51554
C 1.74460 1.30693 1.51386
P 2.51097 0.40015 0.14155
C 3.73976 1.55642 -0.63819
C 5.10674 1.67636 0.03367
C 3.09460 2.92920 -0.84228
C 3.52657 -0.90137 0.97017
C 2.65487 -1.71675 1.92851
C 4.17338 -1.79571 -0.09324
H -2.83219 -2.71263 -3.92241
H -3.03673 -2.47326 -2.18276
H -1.41860 -2.56793 -2.86483
H -1.76694 -0.46321 -4.10563
H -4.61739 -0.56086 -3.02541
H -4.06977 -0.60926 -4.68997
H -3.91317 0.88040 -3.76706
H -2.05615 1.97276 -3.43965
H -0.43175 2.98281 -1.06281
H -0.73936 3.83934 -2.58606
H 0.26660 2.38343 -2.56441
H -2.87990 2.69729 -0.58143
H -3.98337 2.02895 -1.77754
H -3.25833 3.62152 -2.04219
H -4.33160 -0.84579 -1.06385
H -6.17911 -1.52148 0.25748
H -6.23480 -1.00982 1.94487
H -5.56778 -2.58317 1.52442
H -3.84487 -0.91178 3.15825
H -1.60335 0.05686 2.93177
H -1.31703 2.24627 2.59924
H 0.04224 3.34422 4.30788
H 2.23396 3.38124 5.54995
H 3.02030 4.35237 4.31001
H 3.69868 2.79084 4.76323
H 3.58002 1.82388 2.49698
H 3.88858 1.11605 -1.62832
H 5.03754 2.13813 1.01882
H 5.74773 2.31658 -0.57727
H 5.60737 0.71546 0.14067
H 2.99054 3.45504 0.10834
H 2.09995 2.84727 -1.28400
H 3.71272 3.53888 -1.50593
H 4.30587 -0.39278 1.54437
H 1.78792 -2.13293 1.41338
H 2.29938 -1.11001 2.76231
H 3.23385 -2.55071 2.33189
H 3.42302 -2.15783 -0.79824
H 4.63161 -2.66940 0.37434
H 4.94797 -1.27331 -0.65798
F -0.03275 -6.50408 -0.21280
C 0.10012 -5.17616 -0.44294
C 0.96823 -4.75407 -1.42513
C 1.10670 -3.38430 -1.64996
C 0.38679 -2.46037 -0.91023
C -0.48978 -2.92617 0.06847
C -0.63910 -4.28868 0.31248
H 1.52440 -5.48123 -2.00342
H 1.78699 -3.05888 -2.43023
H -1.07933 -2.23443 0.65693
H -1.31557 -4.65974 1.07335
```

---

A structure of composition C5H12NO, computed with wB97M-V/def2-TZVPD.

Results
E_HOMO   -13.9 eV
Orbital gap   8.143 eV
LUMO energy   -5.756 eV
Charge   +1

XYZ file:
```
19
C5H12NO wB97M-V/def2-TZVPD
C 1.85488 0.67340 0.65090
C -2.45239 -1.34700 -0.07289
C -1.28541 1.70479 -0.52166
C -1.04396 -0.70879 0.04414
C -0.72509 0.54658 0.08571
N 3.02056 -1.11963 -0.22363
O 2.54334 0.17465 -0.38115
H 1.92673 1.78180 0.79668
H 1.93422 0.03191 1.54083
H -2.93132 -0.87525 -0.91930
H -2.40056 -2.39224 -0.27036
H -2.88339 -1.20815 0.89032
H -0.75295 2.61353 -0.44607
H -1.59179 1.42371 -1.48731
H -2.18241 1.89291 -0.00172
H 3.32884 -1.13297 0.73055
H -0.48764 -1.54899 0.37699
H 0.52305 0.76418 0.25202
H 3.60529 -1.27442 -1.04405
```

---

Number 1: molecular weight 104.13 g/mol. Number 2: molecular weight 630.08 g/mol. Number 3: molecular weight 102.16 g/mol.